No. 1
{"formula": "C24H30NO2", "method": "ωB97M-V/def2-TZVPD", "total_charge": 1, "energy_ha": -1137.531473, "homo_lumo_gap_ev": 4.867, "de_lowest_kcal_mol": 0.0, "lumo_ev": -5.61, "symbols": ["C", "C", "C", "C", "C", "C", "C", "C", "C", "C", "C", "H", "H", "H", "H", "H", "H", "H", "H", "H", "H", "H", "H", "H", "H", "H", "C", "C", "C", "C", "O", "C", "N", "C", "C", "C", "C", "C", "C", "C", "C", "O", "H", "H", "H", "H", "H", "H", "H", "H", "H", "H", "H", "H", "H", "H", "H"], "coordinates": [[-0.04, 0.45, 2.10], [1.17, 1.30, 1.96], [2.50, 0.93, 2.05], [3.51, 1.97, 2.07], [3.14, 3.41, 2.10], [4.84, 1.63, 2.10], [5.27, 0.31, 2.11], [6.73, -0.02, 2.11], [4.32, -0.70, 2.12], [2.96, -0.44, 2.11], [2.04, -1.61, 2.10], [-0.95, 1.06, 2.14], [-0.16, -0.24, 1.27], [-0.01, -0.12, 3.03], [0.98, 2.35, 1.78], [4.03, 4.04, 2.15], [2.58, 3.70, 1.21], [2.54, 3.65, 2.99], [5.58, 2.42, 2.12], [6.88, -1.10, 2.11], [7.22, 0.40, 1.23], [7.22, 0.39, 3.00], [4.65, -1.73, 2.13], [2.61, -2.54, 2.10], [1.41, -1.63, 2.99], [1.42, -1.62, 1.21], [-4.96, -2.90, -1.91], [-4.18, -2.56, -0.64], [-4.99, -1.66, 0.30], [-3.81, -3.86, 0.09], [-2.93, -1.92, -0.98], [-3.04, -0.74, -1.65], [-1.79, -0.14, -1.96], [-0.55, -0.67, -1.65], [0.44, 0.16, -2.08], [-0.19, 1.27, -2.72], [-1.58, 1.07, -2.63], [-2.48, 1.99, -3.16], [-1.97, 3.11, -3.78], [-0.58, 3.32, -3.87], [0.31, 2.42, -3.35], [-4.09, -0.21, -1.96], [-4.35, -3.53, -2.56], [-5.88, -3.43, -1.68], [-5.20, -1.99, -2.46], [-4.41, -1.42, 1.18], [-5.24, -0.72, -0.20], [-5.91, -2.14, 0.61], [-3.23, -3.62, 0.98], [-4.70, -4.41, 0.39], [-3.21, -4.48, -0.55], [-0.42, -1.61, -1.13], [1.50, 0.00, -1.97], [-3.53, 1.80, -3.08], [-2.64, 3.84, -4.20], [-0.21, 4.21, -4.36], [1.37, 2.57, -3.41]]}



No. 2
{"formula": "C24H31Br45ClI4N4O2P2", "method": "ωB97M-V/def2-TZVPD", "total_charge": 1, "energy_ha": -119466.237507, "homo_lumo_gap_ev": 6.741, "lumo_ev": -3.41, "symbols": ["C", "C", "I", "C", "I", "N", "C", "N", "C", "P", "O", "Cl", "C", "P", "N", "O", "N", "C", "I", "C", "C", "I", "H", "H", "H", "H", "H", "H", "H", "H", "H", "H", "H", "H", "H", "H", "H", "H", "C", "Br", "Br", "Br", "H", "C", "Br", "Br", "Br", "H", "C", "Br", "Br", "Br", "H", "C", "Br", "Br", "Br", "H", "C", "Br", "Br", "Br", "H", "C", "Br", "Br", "Br", "H", "C", "Br", "Br", "Br", "H", "C", "Br", "Br", "Br", "H", "C", "Br", "Br", "Br", "H", "C", "Br", "Br", "Br", "H", "C", "Br", "Br", "Br", "H", "C", "Br", "Br", "Br", "H", "C", "Br", "Br", "Br", "H", "C", "Br", "Br", "Br", "H", "C", "Br", "Br", "Br", "H"], "coordinates": [[3.54, 4.77, 3.50], [2.06, 4.76, 2.79], [0.80, 6.57, 3.08], [1.53, 3.63, 1.95], [2.74, 1.79, 1.58], [0.15, 3.62, 1.29], [-0.92, 3.12, 1.99], [-0.91, 2.58, 3.42], [-2.36, 2.44, 3.93], [-3.12, 3.92, 4.87], [-3.34, 3.35, 6.53], [-5.06, 4.41, 4.16], [-3.09, 1.98, 2.50], [-2.90, 0.10, 2.26], [-4.54, -0.57, 2.65], [-1.87, -0.62, 3.50], [-2.37, 2.96, 1.59], [-2.72, 2.97, 0.12], [-4.81, 2.34, -0.30], [-2.60, 4.51, -0.52], [-3.07, 5.62, 0.60], [-4.00, 4.74, -2.24], [4.25, 5.46, 2.84], [4.06, 3.72, 3.56], [3.52, 5.19, 4.61], [0.05, 3.94, 0.29], [-0.58, 3.45, 3.93], [-2.23, 1.63, 4.77], [-2.72, 3.86, 7.13], [-4.23, 2.11, 2.71], [-4.81, -1.33, 1.99], [-5.27, 0.19, 2.64], [-1.52, -1.52, 3.19], [-2.01, 2.28, -0.53], [-1.54, 4.72, -0.97], [-3.54, 6.52, 0.00], [-2.20, 6.03, 1.27], [-3.95, 5.14, 1.22], [7.24, 2.26, 3.88], [7.28, 3.98, 2.96], [5.74, 2.15, 5.13], [7.25, 0.77, 2.63], [8.15, 2.19, 4.48], [0.05, -2.73, 0.00], [-0.71, -0.97, -0.30], [-0.74, -3.61, 1.55], [-0.05, -3.84, -1.59], [1.11, -2.59, 0.23], [2.33, -6.11, -4.66], [3.19, -4.41, -4.28], [3.37, -7.62, -4.00], [0.50, -6.16, -3.99], [2.27, -6.21, -5.74], [6.74, -6.30, -5.97], [7.73, -4.87, -5.09], [6.04, -5.75, -7.70], [7.79, -7.93, -6.11], [5.88, -6.53, -5.33], [7.73, -7.27, -1.73], [6.23, -8.35, -1.13], [7.56, -5.42, -1.16], [9.44, -8.04, -1.20], [7.71, -7.27, -2.82], [3.63, -5.27, -0.32], [4.07, -3.39, -0.57], [3.23, -5.68, 1.54], [2.21, -5.85, -1.52], [4.53, -5.85, -0.59], [-0.10, -3.95, -7.56], [1.56, -4.91, -7.91], [-1.56, -5.15, -7.13], [0.14, -2.58, -6.20], [-0.37, -3.43, -8.49], [10.20, -2.49, 2.27], [9.45, -2.26, 4.05], [8.81, -2.75, 0.94], [11.40, -1.04, 1.79], [10.80, -3.41, 2.30], [2.93, 2.60, -2.79], [1.43, 1.52, -2.20], [2.76, 4.45, -2.22], [4.64, 1.83, -2.26], [2.91, 2.60, -3.89], [-5.20, 0.96, -4.53], [-3.54, 0.00, -4.87], [-6.66, -0.24, -4.10], [-4.96, 2.33, -3.17], [-5.47, 1.48, -5.46], [-0.77, 10.10, 5.44], [-0.90, 10.16, 3.50], [-0.38, 11.85, 6.19], [-2.35, 9.30, 6.25], [0.08, 9.45, 5.69], [-0.47, 5.38, 9.76], [-0.60, 5.43, 7.82], [-0.08, 7.13, 10.51], [-2.05, 4.57, 10.57], [0.38, 4.73, 10.01], [-9.94, 1.98, -5.93], [-10.96, 0.38, -5.51], [-9.19, 2.80, -4.34], [-8.57, 1.63, -7.27], [-10.64, 2.70, -6.37], [-7.66, -4.23, -2.40], [-6.67, -2.80, -1.52], [-8.36, -3.67, -4.12], [-6.61, -5.86, -2.54], [-8.52, -4.46, -1.76], [-4.64, -9.07, -3.47], [-4.78, -10.73, -4.48], [-5.25, -9.29, -1.64], [-2.85, -8.32, -3.55], [-5.31, -8.35, -3.95]]}



No. 3
{"formula": "C24H31BrIN6O6Se2Ti", "method": "ωB97M-V/def2-TZVPD", "total_charge": -1, "multiplicity": 3, "energy_ha": -10237.450908, "homo_lumo_gap_ev": [6.103, 6.471], "de_lowest_kcal_mol": 10.1, "s2": 2.0091, "lumo_ev": [2.14, 1.96], "symbols": ["Ti", "Br", "C", "C", "C", "C", "C", "N", "C", "O", "O", "H", "H", "H", "O", "C", "C", "C", "O", "C", "Se", "C", "Se", "H", "H", "H", "H", "H", "H", "H", "H", "H", "H", "C", "C", "C", "C", "N", "C", "C", "H", "H", "H", "H", "H", "H", "H", "N", "C", "O", "C", "I", "H", "H", "H", "H", "C", "N", "C", "C", "C", "N", "C", "O", "N", "H", "H", "H", "H", "H", "H", "H"], "coordinates": [[0.05, -0.79, 0.45], [1.02, 1.09, -3.55], [-0.08, 2.18, -2.42], [-0.47, 3.42, -2.91], [-1.21, 4.21, -2.04], [-1.48, 3.75, -0.76], [-1.03, 2.49, -0.40], [-0.36, 1.70, -1.24], [-1.17, 1.99, 1.03], [-1.40, 2.84, 1.90], [-1.01, 0.75, 1.20], [-0.21, 3.73, -3.90], [-1.56, 5.18, -2.37], [-2.01, 4.35, -0.03], [0.06, -4.12, 5.82], [-0.55, -2.82, 5.76], [-0.39, -2.21, 4.37], [-1.12, -0.87, 4.39], [-2.53, -1.03, 4.54], [-1.01, -3.20, 3.36], [-1.69, -2.46, 1.67], [1.11, -2.02, 4.12], [1.72, -0.97, 2.57], [-0.17, -4.52, 6.66], [-0.08, -2.16, 6.50], [-1.62, -2.89, 5.99], [-0.89, -0.30, 3.49], [-0.78, -0.29, 5.26], [-2.86, -1.22, 3.64], [-1.89, -3.65, 3.82], [-0.31, -4.00, 3.17], [1.58, -3.01, 4.06], [1.55, -1.52, 4.99], [3.59, -5.90, -1.94], [2.81, -4.74, -1.39], [2.62, -3.58, -2.11], [1.88, -2.54, -1.56], [1.35, -2.61, -0.34], [1.53, -3.73, 0.37], [2.24, -4.81, -0.12], [3.89, -5.72, -2.98], [3.01, -6.82, -1.91], [4.50, -6.06, -1.36], [3.02, -3.47, -3.11], [1.70, -1.62, -2.10], [1.07, -3.74, 1.35], [2.35, -5.70, 0.49], [-1.60, -3.37, -1.55], [-1.24, -2.17, -2.06], [-0.86, -1.25, -1.24], [-1.28, -1.97, -3.45], [-3.97, -1.58, -4.00], [-1.71, -3.42, -0.54], [-2.23, -3.93, -2.11], [-1.32, -2.83, -4.10], [-0.93, -1.03, -3.83], [4.57, 0.27, 0.03], [3.75, 1.37, 0.51], [4.27, 2.37, 1.26], [3.48, 3.28, 1.87], [2.07, 3.14, 1.68], [1.58, 2.16, 0.95], [2.37, 1.23, 0.43], [1.93, 0.21, -0.15], [1.20, 3.99, 2.23], [5.61, 0.60, -0.02], [4.23, -0.03, -0.96], [4.48, -0.59, 0.70], [5.35, 2.39, 1.34], [3.91, 4.08, 2.47], [1.51, 4.65, 2.93], [0.20, 3.75, 2.17]]}



No. 4
{"formula": "C24H31Cl36O4PS", "method": "ωB97M-V/def2-TZVPD", "total_charge": 0, "energy_ha": -18539.855153, "homo_lumo_gap_ev": 7.905, "lumo_ev": -0.79, "symbols": ["C", "C", "C", "C", "C", "C", "C", "C", "C", "C", "C", "P", "C", "C", "C", "C", "O", "S", "O", "O", "O", "H", "H", "H", "H", "H", "H", "H", "H", "H", "H", "H", "H", "H", "H", "H", "H", "H", "H", "H", "H", "H", "H", "H", "H", "H", "H", "H", "H", "H", "H", "H", "C", "Cl", "Cl", "Cl", "Cl", "C", "Cl", "Cl", "Cl", "Cl", "C", "Cl", "Cl", "Cl", "Cl", "C", "Cl", "Cl", "Cl", "Cl", "C", "Cl", "Cl", "Cl", "Cl", "C", "Cl", "Cl", "Cl", "Cl", "C", "Cl", "Cl", "Cl", "Cl", "C", "Cl", "Cl", "Cl", "Cl", "C", "Cl", "Cl", "Cl", "Cl"], "coordinates": [[2.94, -1.95, 2.75], [3.18, -2.08, 1.10], [2.40, -3.39, 0.51], [2.21, -3.40, -1.13], [1.65, -1.93, -1.70], [2.86, -0.99, -2.16], [2.82, 0.60, -2.22], [1.70, 1.56, -1.65], [0.32, 1.06, -0.98], [0.41, 0.77, 0.64], [-1.07, 0.89, 1.40], [-2.10, -0.38, 0.38], [-1.39, -2.17, 0.71], [-3.93, -0.48, 0.99], [-4.73, -1.51, -0.02], [-0.73, 0.38, 2.95], [-1.14, 1.45, 3.90], [-0.90, 2.85, 2.88], [0.63, 3.12, 3.11], [-1.50, 4.21, 3.41], [-1.42, 2.31, 1.35], [3.73, -1.19, 3.19], [3.13, -3.04, 3.18], [1.88, -1.54, 3.03], [4.33, -2.19, 0.93], [2.85, -1.05, 0.66], [1.34, -3.45, 1.06], [3.00, -4.34, 0.92], [3.13, -3.80, -1.73], [1.29, -4.14, -1.33], [0.98, -2.19, -2.64], [0.96, -1.58, -0.83], [3.80, -1.32, -1.50], [3.17, -1.39, -3.24], [3.85, 0.97, -1.74], [2.97, 0.90, -3.37], [2.19, 2.31, -0.85], [1.35, 2.30, -2.52], [-0.13, 0.18, -1.62], [-0.47, 1.95, -1.09], [0.83, -0.29, 0.92], [1.17, 1.57, 1.09], [-1.12, -2.73, -0.31], [-0.44, -2.17, 1.40], [-2.20, -2.85, 1.25], [-4.40, 0.61, 1.01], [-3.91, -0.94, 2.07], [-5.29, -0.95, -0.90], [-3.96, -2.25, -0.57], [-5.50, -2.20, 0.55], [0.42, 0.17, 3.07], [-1.33, -0.54, 3.36], [-8.40, 0.76, -1.80], [-7.99, 1.63, -3.30], [-7.30, 1.28, -0.50], [-10.08, 1.13, -1.35], [-8.22, -0.99, -2.06], [6.22, -6.23, 0.79], [7.64, -6.30, -0.28], [6.14, -4.63, 1.58], [4.74, -6.49, -0.17], [6.35, -7.50, 2.04], [6.82, 2.68, -2.69], [8.28, 3.44, -2.01], [6.44, 1.20, -1.78], [5.45, 3.81, -2.57], [7.10, 2.27, -4.40], [-4.88, 3.96, -4.91], [-6.49, 3.44, -5.48], [-4.99, 5.61, -4.25], [-4.32, 2.84, -3.63], [-3.73, 3.93, -6.27], [-4.88, 3.16, 3.83], [-5.78, 4.39, 2.91], [-3.17, 3.19, 3.34], [-5.00, 3.53, 5.58], [-5.57, 1.55, 3.51], [-2.78, 7.33, -8.16], [-2.58, 8.64, -9.35], [-3.15, 8.02, -6.56], [-4.12, 6.26, -8.67], [-1.27, 6.39, -8.06], [-9.08, 3.45, 7.11], [-10.69, 2.93, 6.54], [-9.19, 5.10, 7.77], [-8.52, 2.34, 8.38], [-7.93, 3.43, 5.75], [9.51, -0.97, -3.05], [7.90, -1.48, -3.62], [9.40, 0.69, -2.39], [10.08, -2.08, -1.78], [10.66, -0.99, -4.41], [3.51, -7.30, 4.93], [4.16, -8.95, 4.79], [4.46, -6.20, 3.90], [1.81, -7.29, 4.41], [3.62, -6.76, 6.63]]}



No. 5
{"formula": "C24H31ClF6InN2O3", "method": "ωB97M-V/def2-TZVPD", "total_charge": -1, "energy_ha": -2517.754814, "homo_lumo_gap_ev": [4.089, 3.633], "de_lowest_kcal_mol": 72.9, "lumo_ev": [2.65, 2.66], "symbols": ["In", "Cl", "N", "N", "C", "C", "C", "C", "C", "C", "H", "H", "H", "H", "H", "H", "C", "C", "C", "C", "H", "H", "H", "H", "H", "H", "O", "H", "H", "O", "H", "H", "C", "C", "C", "H", "H", "C", "C", "H", "C", "C", "C", "C", "H", "C", "H", "H", "H", "H", "H", "H", "H", "H", "C", "C", "O", "C", "F", "F", "F", "C", "F", "F", "F", "H", "H", "H"], "coordinates": [[-0.94, -0.17, 0.44], [1.42, -0.17, -0.34], [-0.18, 2.27, 0.06], [-0.48, -2.46, 0.42], [-0.93, 3.01, -0.71], [-0.86, -3.00, -0.71], [0.94, 3.11, 0.55], [0.31, 4.50, 0.41], [2.15, 3.01, -0.36], [1.33, 2.76, 1.96], [1.92, 3.39, -1.36], [2.46, 1.96, -0.43], [2.95, 3.61, 0.08], [0.46, 2.82, 2.62], [2.07, 3.50, 2.29], [1.77, 1.77, 2.01], [0.55, -3.33, 1.06], [0.40, -4.60, 0.24], [0.26, -3.45, 2.54], [1.97, -2.83, 0.88], [2.19, -2.69, -0.18], [2.64, -3.59, 1.30], [2.13, -1.88, 1.40], [-0.72, -3.93, 2.70], [0.28, -2.47, 3.03], [1.03, -4.08, 3.01], [-0.33, -4.18, -0.97], [-0.20, -5.36, 0.75], [1.34, -5.04, -0.11], [-0.70, 4.32, -0.64], [0.99, 5.29, 0.08], [-0.21, 4.79, 1.33], [-1.99, 2.50, -1.62], [-1.84, -2.40, -1.68], [-1.36, -1.13, -2.35], [-2.76, -2.20, -1.11], [-2.06, -3.18, -2.42], [-1.40, 0.08, -1.68], [-1.47, 1.28, -2.34], [-1.40, -1.29, 3.14], [-1.01, 1.31, -3.68], [-0.70, 0.11, -4.32], [-0.86, 2.62, -4.39], [-0.89, -1.12, -3.68], [-0.33, 0.13, -5.34], [-0.63, -2.41, -4.38], [-0.12, -2.23, -5.33], [-1.56, -2.95, -4.60], [0.00, -3.07, -3.77], [-1.81, 3.16, -4.48], [-0.46, 2.45, -5.39], [-0.15, 3.28, -3.86], [-2.28, 3.30, -2.31], [-2.86, 2.24, -0.99], [-2.38, -0.63, 3.40], [-1.46, 0.60, 3.42], [-0.57, 0.55, 2.39], [-2.31, 1.94, 3.37], [-3.40, 1.87, 4.18], [-1.62, 3.06, 3.70], [-2.77, 2.11, 2.09], [-0.64, 0.49, 4.75], [-1.44, 0.50, 5.86], [0.01, -0.72, 4.74], [0.31, 1.44, 4.91], [-3.13, -0.44, 2.63], [-2.86, -0.73, 4.38], [-2.11, -1.81, 3.13]]}



No. 6
{"formula": "C24H31CrN5O6PS3Sb", "method": "ωB97M-V/def2-TZVPD", "total_charge": -1, "multiplicity": 6, "energy_ha": -4479.274839, "homo_lumo_gap_ev": [5.391, 7.258], "de_lowest_kcal_mol": 0.0, "s2": 8.7797, "lumo_ev": [2.42, 2.34], "symbols": ["Cr", "N", "C", "C", "C", "C", "C", "C", "S", "N", "C", "C", "C", "C", "C", "C", "N", "H", "H", "H", "H", "H", "H", "H", "H", "H", "O", "C", "O", "C", "C", "N", "N", "C", "C", "O", "O", "H", "H", "H", "C", "C", "O", "P", "S", "S", "O", "C", "C", "H", "H", "H", "H", "H", "H", "H", "H", "H", "H", "C", "Sb", "C", "C", "H", "H", "H", "H", "H", "H", "H", "H", "H"], "coordinates": [[0.61, 0.29, -0.53], [-3.55, 0.56, -0.48], [-4.15, 0.08, 0.66], [-5.53, 0.01, 0.75], [-6.14, -0.43, 1.92], [-5.38, -0.83, 3.00], [-3.99, -0.78, 2.92], [-3.37, -0.32, 1.77], [-1.62, -0.07, 1.72], [-1.30, 0.03, 0.06], [-2.20, 0.54, -0.78], [-1.75, 1.00, -2.05], [-2.58, 1.44, -3.10], [-2.02, 1.88, -4.28], [-0.63, 1.85, -4.42], [0.12, 1.39, -3.36], [-0.39, 0.98, -2.21], [-4.17, 0.85, -1.22], [-6.13, 0.33, -0.09], [-7.22, -0.45, 1.97], [-5.85, -1.17, 3.91], [-3.38, -1.07, 3.76], [-3.66, 1.45, -2.99], [-2.65, 2.24, -5.08], [-0.15, 2.19, -5.33], [1.20, 1.35, -3.44], [4.26, 4.47, -2.28], [4.87, 3.32, -2.17], [6.06, 3.19, -2.40], [4.05, 2.14, -1.78], [4.51, 0.83, -1.83], [3.49, 0.04, -1.43], [2.40, 0.75, -1.11], [2.72, 2.04, -1.32], [1.69, 3.08, -1.02], [1.87, 4.25, -1.43], [0.70, 2.70, -0.33], [3.27, 4.43, -1.97], [5.46, 0.46, -2.13], [3.48, -0.97, -1.37], [2.19, -6.24, -0.40], [2.50, -4.79, -0.06], [2.00, -3.96, -1.10], [0.84, -2.88, -0.84], [0.34, -2.14, -2.59], [1.46, -1.69, 0.69], [-0.30, -3.88, -0.24], [-1.52, -3.30, 0.21], [-2.27, -4.30, 1.07], [2.60, -6.90, 0.36], [2.62, -6.49, -1.37], [1.11, -6.38, -0.45], [3.58, -4.62, 0.00], [2.04, -4.50, 0.89], [-2.11, -3.01, -0.67], [-1.30, -2.40, 0.80], [-2.47, -5.21, 0.51], [-3.21, -3.86, 1.39], [-1.68, -4.55, 1.95], [2.20, 1.85, 4.35], [1.66, 1.89, 2.22], [-0.22, 2.87, 2.67], [2.78, 3.73, 1.96], [1.96, 2.80, 4.83], [3.26, 1.66, 4.47], [1.66, 1.06, 4.86], [-0.02, 3.86, 3.06], [-0.76, 2.28, 3.41], [-0.80, 2.93, 1.76], [2.73, 4.32, 2.87], [2.37, 4.30, 1.13], [3.82, 3.50, 1.74]]}